1.
C4H6N2O2 as an isolated structure in a non-equilibrium geometry, computed with ωB97M-V/def2-TZVPD.

```
14
Properties=species:S:1:pos:R:3:forces:R:3
C -0.74907 -0.64518 -0.08059 0.675 0.881 -0.497
C 1.45538 0.04508 -0.03883 -4.506 3.263 1.513
C 0.58073 1.19599 0.24038 1.017 -4.067 -1.712
C -0.74524 0.70605 0.02053 -1.916 2.165 0.425
H -1.69686 -2.00827 1.36926 -0.412 1.463 -4.924
H -2.82521 -1.16381 -0.20478 4.667 -1.831 1.382
H 0.73531 -1.90316 -0.78237 0.206 2.865 2.238
H 3.08532 0.74314 -0.37936 -0.149 -2.861 1.777
H 0.90064 2.16135 0.18198 0.680 2.555 0.331
H -2.03142 2.49820 -1.04716 0.446 -3.733 3.407
N -1.69647 -1.65094 0.04121 -4.110 0.006 3.033
N 0.58325 -0.93965 -0.22685 0.716 -6.919 -1.782
O 2.76116 -0.12959 0.11706 1.829 2.971 -2.530
O -1.96442 1.37897 0.04706 0.857 3.241 -2.662
```
Forces are in eV/Å.

Summary:
Multiplicity: 1
Energy relative to the best compared isomer or geometry (same formula, charge and spin), kcal per mole: 181.7
HOMO, hartree: -0.2638
Total charge: 0

---

2.
A single C3H3NO2S2 molecule in a non-equilibrium geometry, computed with ωB97M-V/def2-TZVPD.

```
11
Properties=species:S:1:pos:R:3:forces:R:3
C 2.12999 -1.01592 0.04668 0.924 4.823 -1.564
C -0.88395 0.63765 0.20343 1.127 -2.756 1.150
C -1.64049 -0.57341 0.25768 -4.203 -2.271 -2.229
H 2.38007 -2.02347 -0.11467 0.287 -1.241 0.075
H 1.20875 0.95851 0.56199 -2.805 -0.802 0.356
H -1.24899 -1.61160 0.44981 -0.291 1.575 0.209
N 0.29572 0.29276 0.67571 8.577 3.433 1.036
O 0.83603 -0.89193 0.29795 0.300 -3.371 0.171
O -1.17870 1.74800 0.05999 -1.715 4.219 -0.884
S 3.16345 0.32441 -0.35458 -1.956 -2.696 1.290
S -3.11981 -0.35636 -0.36651 -0.245 -0.913 0.389
```
Forces are in eV/Å.

Summary:
Multiplicity: 1
Energy relative to the best compared isomer or geometry (same formula, charge and spin), kcal per mole: 102.7
HOMO, hartree: -0.3415
Total charge: 0
Structure (SMILES): O=C(C=S)NOC=S

---

3.
C9H13AlCl2NO2 as an isolated structure in a non-equilibrium geometry, computed with ωB97M-V/def2-TZVPD.

```
28
Properties=species:S:1:pos:R:3:forces:R:3
N 2.48281 2.35013 -0.40744 0.493 1.131 -0.707
C 1.71028 2.62680 -1.70452 0.302 0.472 -0.160
Al 0.21408 1.21916 -1.80044 -1.343 1.204 0.149
O -0.35754 1.19169 0.02877 -2.044 8.905 -1.904
C -1.01289 2.50997 0.06234 -1.018 0.913 -0.474
C -1.54412 3.03388 -1.40058 1.792 -0.670 -1.646
O -1.51533 1.84564 -2.26987 0.730 1.033 0.964
H 3.38235 2.84921 -0.56268 -0.676 -0.487 0.547
H 2.01334 2.90100 0.32512 0.232 -0.593 -0.276
H 1.32121 3.71306 -1.63554 0.715 -1.392 -0.680
H 2.49727 2.50456 -2.54171 -1.325 0.450 1.024
H 0.67329 -0.19462 -2.35134 -0.017 0.245 -0.728
H -0.34756 3.34326 0.49699 -0.926 -1.194 -0.232
H -1.99930 2.38854 0.62179 1.461 0.174 -0.105
H -0.82122 3.73022 -1.97616 -0.746 -0.457 1.559
H -2.50219 3.65574 -1.38770 0.680 -1.419 0.264
Cl -1.82372 -0.91669 2.56702 0.040 0.194 -0.067
C -0.98198 -2.26701 1.88841 0.102 -0.555 -0.028
C -0.10870 -2.13192 0.80956 1.175 -0.281 -1.016
Cl 0.21195 -0.59448 0.07043 0.693 -7.523 3.170
C 0.53590 -3.26364 0.29945 -0.314 -0.754 0.513
C 0.31133 -4.51562 0.86446 0.004 0.186 -0.079
C -0.55659 -4.64448 1.94401 -0.029 0.101 0.014
C -1.20177 -3.52242 2.45383 0.139 -0.196 -0.139
H 1.21524 -3.17094 -0.54058 -0.113 0.191 0.101
H 0.81356 -5.39062 0.46289 -0.032 0.068 0.031
H -0.73132 -5.61920 2.38844 -0.018 0.106 -0.006
H -1.87838 -3.63124 3.29505 0.043 0.147 -0.090
```
Forces are in eV/Å.

Summary:
Multiplicity: 1
HOMO, hartree: -0.1617
Total charge: -1

---

4.
C9H18F3I2O3P2Pb as an isolated structure in a non-equilibrium geometry, computed with ωB97M-V/def2-TZVPD.

```
38
Properties=species:S:1:pos:R:3:forces:R:3
I 2.30742 -4.83709 -1.49088 -0.099 0.396 0.977
I 2.35531 -4.53825 1.25050 -0.124 0.109 -0.986
Pb 0.42533 -0.67850 -0.42240 -1.397 2.401 1.522
P 2.50183 0.70220 0.33697 2.269 0.592 -1.021
C 2.92239 1.04792 2.05336 -1.282 -0.592 0.378
C 3.71991 -0.42656 -0.39098 -0.385 -0.121 0.041
H 4.67342 0.12277 -0.36627 -0.031 -0.389 -0.047
H 3.50024 2.63593 -0.58170 -0.145 -0.095 0.031
H 3.42988 -0.66505 -1.43228 0.324 0.235 0.379
H 2.16244 2.03193 -1.65673 0.280 0.173 0.365
H 2.93631 0.10062 2.62485 0.215 0.536 -0.114
H 3.75241 -1.37099 0.18416 0.233 0.429 -0.161
C 2.47415 2.23651 -0.61696 -0.993 -0.182 -0.141
H 3.92329 1.51603 2.01202 -0.237 -0.124 -0.065
H 1.74696 2.94270 -0.17938 0.402 -0.185 -0.161
H 2.16773 1.73870 2.47605 0.521 -0.197 -0.060
P -2.04614 -1.49634 -0.41015 -1.537 -1.196 -1.479
C -3.00202 -1.80968 1.08171 1.088 0.535 0.734
C -2.95475 -0.39185 -1.51458 0.818 0.690 0.171
H -1.07283 -2.84821 -2.16912 -0.489 -0.139 0.240
H -2.68722 -3.43983 -1.57228 0.332 -0.216 0.004
H -1.14353 -3.73933 -0.62177 -0.430 0.105 -0.252
C -1.70113 -3.04780 -1.27997 0.306 0.205 0.136
H -2.34019 -0.15065 -2.40059 -0.422 -0.145 0.248
H -3.86701 -0.93846 -1.79835 0.121 0.048 0.048
H -3.93686 -2.27734 0.72066 0.241 0.113 0.038
H -3.19135 -0.84528 1.59160 -0.129 -0.494 -0.173
H -3.19843 0.55080 -0.99280 -0.055 -0.439 -0.235
H -2.43362 -2.49136 1.74249 -0.511 0.193 -0.225
C -0.15958 -0.36466 2.22630 -0.708 -0.023 4.388
O -0.34527 -0.35465 3.36478 0.702 0.034 -4.553
F -2.55212 4.32501 0.34680 1.312 -1.514 -1.013
C -1.76989 3.57092 -0.46556 -0.652 1.627 -0.545
F -2.47635 3.30598 -1.61466 0.860 0.043 1.447
F -0.67057 4.31452 -0.81919 -1.149 -1.069 0.542
C -1.29187 2.19983 0.16810 -0.483 -0.419 1.297
O -1.61641 1.82275 1.30027 0.604 0.387 -2.030
O -0.54187 1.54674 -0.68403 0.631 -1.311 0.276
```
Forces are in eV/Å.

Summary:
Multiplicity: 1
HOMO (spin up / spin down), hartree: -0.6573 / -0.6573
Total charge: +3

---

5.
C24H20B2F8Mn2N4O8 as an isolated structure in a non-equilibrium geometry, computed with ωB97M-V/def2-TZVPD.

```
68
Properties=species:S:1:pos:R:3:forces:R:3
Mn 0.55626 4.23239 -2.65829 -0.069 -0.204 0.127
Mn -3.60803 -3.26664 -3.44381 1.348 -1.205 0.966
B -2.76899 -7.15326 -3.53966 0.991 -0.081 -0.463
F -2.56352 -6.50625 -2.39527 1.388 2.364 4.694
F -2.03005 -6.44337 -4.46427 2.144 0.526 -2.059
F -2.55038 -8.46572 -3.36911 0.161 -1.151 -0.651
F -4.00703 -6.75932 -3.84346 -5.152 0.418 -1.544
B -1.19669 -0.72990 -1.23898 -1.352 0.951 -0.415
F -2.57345 -0.60908 -1.31261 -3.407 -0.491 0.028
F -0.71571 0.47967 -1.47741 1.873 4.134 -0.420
F -0.82571 -1.16765 -0.06732 1.088 -1.841 2.673
F -0.90580 -1.44513 -2.34103 0.931 -3.449 -2.813
C 4.57131 -1.35812 7.76085 1.234 1.916 0.059
C 4.24156 -1.81460 6.45257 -1.020 0.709 1.089
C 4.07062 -0.89128 5.36502 1.063 -1.703 -0.422
C 4.43322 0.37591 5.52334 0.305 2.091 0.449
C 4.94707 0.86936 6.80155 -0.005 -1.168 -0.173
C 5.06067 -0.03868 7.92039 -1.248 -1.259 -1.516
N 4.34984 1.31729 4.34248 0.642 1.955 -2.860
O 4.20794 0.87302 3.17891 0.054 -0.109 3.387
O 4.51420 2.53427 4.54409 -0.382 -2.493 0.808
H 4.55344 -1.98621 8.63924 0.002 -0.365 -0.200
H 3.95734 -2.84576 6.30315 0.222 -0.170 -0.070
H 3.93163 -1.33022 4.38807 -0.577 0.330 -0.222
H 5.31467 1.87514 6.94185 -0.167 0.233 -0.382
H 5.48085 0.31550 8.85013 -0.121 0.001 0.072
C -1.46939 11.50598 2.84371 -2.026 0.617 0.151
C -0.61203 10.46742 2.87180 1.389 -1.406 -0.057
C -0.96288 9.24762 2.30176 -0.113 -0.574 0.734
C -2.24449 9.04188 1.80955 1.811 0.533 0.770
C -3.13904 10.06947 1.77688 -0.734 1.964 0.127
C -2.74343 11.32349 2.30189 0.495 -0.375 -0.671
N -2.59967 7.72840 1.33726 2.863 -0.410 -1.949
O -1.65349 6.98612 0.89383 -2.300 1.241 1.279
O -3.76256 7.52124 1.24652 -1.323 -1.307 -0.091
H -1.27367 12.44161 3.34641 0.321 0.108 -0.201
H 0.33868 10.60489 3.36541 0.197 -0.261 -0.101
H -0.35808 8.35766 2.39444 0.403 0.204 -0.128
H -4.10408 9.93345 1.31146 -0.098 0.047 0.141
H -3.29087 12.25129 2.22512 -0.824 -0.418 -0.080
C 7.31175 1.63864 -9.75850 -1.345 0.875 0.401
C 6.14914 2.38579 -9.38208 2.242 -1.754 -0.172
C 5.57656 2.12729 -8.12905 -1.124 0.632 -2.153
C 6.11482 1.23874 -7.23630 0.663 -0.284 0.073
C 7.30958 0.55812 -7.60453 -1.384 -0.129 0.886
C 7.85764 0.74371 -8.86627 -0.176 -0.154 0.531
N 5.37598 0.98166 -5.92225 1.071 -0.894 0.545
O 5.76022 -0.04704 -5.31787 -1.304 2.392 -0.997
O 4.52578 1.79865 -5.51609 1.562 -1.718 -0.934
H 7.74697 1.62894 -10.74688 -0.181 0.543 -0.163
H 5.69208 3.02796 -10.12039 -0.231 0.051 0.211
H 4.54698 2.44724 -8.19235 -0.153 0.371 1.403
H 7.67678 -0.22311 -6.95549 0.177 0.151 0.161
H 8.68179 0.12985 -9.19842 0.132 -0.035 0.228
C -7.88168 -10.13525 2.17062 0.846 1.759 -0.264
C -7.79999 -9.61595 0.86548 -0.105 0.699 2.002
C -7.47382 -8.24444 0.69525 -0.166 -1.501 -1.455
C -7.11429 -7.37872 1.74496 -1.904 -1.489 -0.930
C -7.14204 -7.91141 2.99556 0.017 -1.379 1.493
C -7.53703 -9.27595 3.21844 0.883 0.380 -0.581
N -6.87971 -5.94697 1.51717 2.275 -0.178 -0.421
O -6.78565 -5.16330 2.45774 -0.691 -0.926 -0.945
O -6.55171 -5.69528 0.35550 -0.738 0.583 0.677
H -8.07803 -11.18365 2.34001 -0.158 0.031 0.109
H -8.04034 -10.36694 0.12748 0.147 0.749 -0.867
H -7.47620 -7.99738 -0.35611 0.148 0.858 0.112
H -6.74656 -7.27265 3.77142 -0.324 -0.193 0.490
H -7.38929 -9.79043 4.15647 -0.186 0.658 0.496
```
Forces are in eV/Å.

Summary:
Multiplicity: 11
Energy relative to the best compared isomer or geometry (same formula, charge and spin), kcal per mole: 302.4
Expectation value of S²: 30.033
HOMO (spin up / spin down), hartree: -0.4368 / -0.4368
Total charge: +2

---

6.
C20H23AsN7PtSSe as an isolated structure, computed with ωB97M-V/def2-TZVPD.

```
54
Properties=species:S:1:pos:R:3:forces:R:3
Pt 1.26005 -0.49589 0.00727 -0.287 0.218 -0.158
N -0.66396 -0.54779 5.88146 0.003 0.008 -0.002
C -0.22251 -0.51915 4.60503 0.002 0.000 0.004
C -0.85672 0.26345 3.62584 -0.002 -0.006 -0.004
C -0.38396 0.25028 2.33932 0.015 0.002 0.002
N 0.66700 -0.49250 1.95280 0.154 -0.064 0.017
C 1.28164 -1.24359 2.88158 -0.015 -0.020 0.026
C 0.87789 -1.28683 4.19103 0.013 0.007 -0.004
H -1.37067 0.09599 6.18905 0.002 0.003 0.002
H -0.12787 -1.01056 6.59365 -0.002 -0.006 -0.001
H -1.70420 0.88729 3.87546 -0.003 -0.001 -0.002
H -0.84514 0.85635 1.57148 0.001 0.008 -0.005
H 2.12698 -1.82355 2.53976 -0.009 -0.007 0.000
H 1.41967 -1.90542 4.89334 -0.007 -0.006 0.000
C 4.28395 3.86199 -0.61738 0.015 -0.008 0.017
As 3.47938 2.21642 -1.18136 -0.155 -0.002 -0.050
C 4.92543 1.09344 -1.75428 -0.068 -0.023 -0.038
C 2.28867 2.66134 -2.61851 -0.022 0.222 0.181
S 2.47104 1.43655 0.55203 -0.024 0.100 0.125
H 4.82386 4.29109 -1.46048 -0.003 0.011 0.003
H 4.97234 3.65991 0.20010 0.001 0.002 0.006
H 3.50676 4.54581 -0.28410 -0.003 -0.007 -0.007
H 5.30253 1.45099 -2.71105 0.010 0.021 -0.012
H 4.58099 0.06857 -1.85124 -0.068 -0.053 -0.021
H 5.69549 1.14772 -0.98658 0.011 -0.007 -0.035
H 2.87456 2.90680 -3.50321 -0.085 0.062 0.124
H 1.69260 3.51295 -2.29561 0.014 0.022 0.061
H 1.63802 1.81707 -2.82842 0.047 0.315 0.059
C -2.08240 -0.76865 -2.03532 0.000 0.005 -0.011
N -2.42036 -1.34441 -0.74183 0.000 0.009 0.019
C -1.63085 -2.11884 0.01169 0.077 0.147 0.019
Se 0.13731 -2.65072 -0.34282 -0.018 -0.207 0.034
N -2.31874 -2.47111 1.10931 -0.019 -0.026 -0.027
C -3.59018 -1.91135 1.07954 0.008 0.010 0.002
C -4.66199 -1.96782 1.95922 -0.002 -0.007 -0.001
C -5.79417 -1.26279 1.59705 -0.001 -0.002 0.004
C -5.85632 -0.53131 0.40297 -0.002 0.001 -0.003
C -4.78774 -0.47794 -0.47176 0.000 -0.005 -0.006
C -3.65047 -1.18502 -0.10462 -0.008 -0.013 -0.003
H -1.06814 -1.05996 -2.29023 -0.009 -0.009 -0.001
H -2.14988 0.31680 -1.97964 0.009 0.002 0.001
H -2.77076 -1.14415 -2.79042 -0.006 0.004 0.002
H -1.92724 -3.06511 1.82207 0.010 0.008 0.006
H -4.61876 -2.53887 2.87648 0.001 -0.001 -0.001
H -6.65732 -1.27946 2.24791 0.000 0.000 0.000
H -6.76583 -0.00011 0.15923 0.001 0.000 -0.001
H -4.83966 0.08003 -1.39636 0.001 0.002 0.001
N 1.64935 -0.45667 -1.92952 0.180 -0.128 0.001
C 1.75323 -0.42092 -3.08398 0.122 -0.399 0.033
C 1.91864 -0.35223 -4.44798 -0.107 0.141 0.136
C 1.34696 -1.35006 -5.27763 -0.024 0.095 -0.111
N 0.86620 -2.15192 -5.95009 -0.012 -0.035 0.056
C 2.64385 0.75824 -4.94180 0.311 -0.286 -0.384
N 3.28146 1.65563 -5.28847 -0.051 -0.097 -0.051
```
Forces are in eV/Å.

Summary:
Multiplicity: 1
Energy relative to the best compared isomer or geometry (same formula, charge and spin), kcal per mole: 2.1
HOMO, hartree: -0.3782
Total charge: +1